No. 1
The following is a DFT calculation (ωB97M-V/def2-TZVPD) of a molecular structure, C20H22N5O2S2V.

Geometry as XYZ:
```
52
C20H22N5O2S2V (ωB97M-V/def2-TZVPD)
C 0.6772 -0.9638 2.9462
H -1.2779 -2.4657 5.2695
V -1.5176 0.8186 -0.2080
C 1.9253 -1.2801 3.4771
H 4.8012 -0.8937 -0.7134
H -5.5725 -0.6640 -3.5246
C -4.0505 0.7332 -1.9208
S 0.6044 1.5114 -1.0568
H 5.0595 1.3588 0.3423
H -5.0046 1.1586 -2.2273
H 2.8127 -0.9386 2.9634
H 3.6341 -1.3402 0.5406
N -3.9976 4.4879 0.5308
H 5.3243 -1.0356 0.9666
C -2.2424 -2.4495 -2.7710
N 1.6787 0.2259 1.1502
H 2.7795 0.6420 -2.9249
C -3.1754 -3.0418 -3.5916
C 0.5571 -0.1709 1.6891
C -4.3887 -2.4071 -3.8753
C -0.3785 -2.1349 4.7671
C -0.4739 -1.3962 3.5983
H -4.7817 4.8159 -0.0059
H -3.4619 5.1499 1.0595
C 4.5029 -0.7218 0.3205
C -2.4895 -1.1957 -2.1914
H -1.2980 -2.9296 -2.5505
C 2.0193 -2.0208 4.6430
H 4.5057 0.5090 -2.5479
C -4.6397 -1.1762 -3.3175
C 3.4584 2.0528 -1.4380
H 3.9291 0.9053 1.6133
H 0.9411 -3.0262 6.2035
H -1.4401 -1.1467 3.1828
H 4.3667 2.5995 -1.1832
S -1.8756 2.9411 0.8858
C 4.1862 0.7468 0.5686
C 1.8184 0.9567 0.0269
H 2.6756 2.7866 -1.6150
C -3.3872 3.3456 0.1171
N -3.9925 2.6465 -0.7882
N 3.0928 1.2611 -0.2658
C -3.7094 -0.5528 -2.4701
H -5.1159 -2.8758 -4.5234
N -3.3598 1.4515 -1.1014
H -2.9626 -4.0113 -4.0247
O -1.5765 -0.6431 -1.4241
C 0.8674 -2.4491 5.2909
C 3.6797 1.2072 -2.6851
H 3.9172 1.8504 -3.5330
H 2.9921 -2.2643 5.0499
O -0.6365 0.0332 1.2757
```

Values from the calculation:
* E_HOMO (spin up / spin down): -7.68 / -7.77 eV
* multiplicity: 3
* HOMO-LUMO gap (spin up / spin down): 7.2 / 7.4 eV
* <S²>: 2.017
* total charge: 0
* lowest unoccupied orbital energy (spin up / spin down): -0.51 / -0.34 eV
* energy above the lowest of the compared OMol25 structures with the same formula, charge and spin: 0.5221 eV

Charges in e, computed with Löwdin, in the same order as the atoms: number 1, C, carries -0.129; number 2, H, carries 0.104; number 3, V, carries 0.629; number 4, C, carries -0.020; number 5, H, carries 0.063; number 6, H, carries 0.111; number 7, C, carries -0.057; number 8, S, carries 0.781; number 9, H, carries 0.114; number 10, H, carries 0.127; number 11, H, carries 0.097; number 12, H, carries 0.065; number 13, N, carries 0.062; number 14, H, carries 0.077; number 15, C, carries -0.009; number 16, N, carries 0.119; number 17, H, carries 0.064; number 18, C, carries -0.079; number 19, C, carries -0.377; number 20, C, carries -0.097; number 21, C, carries -0.073; number 22, C, carries -0.013; number 23, H, carries 0.094; number 24, H, carries 0.073; number 25, C, carries -0.072; number 26, C, carries -0.327; number 27, H, carries 0.117; number 28, C, carries -0.076; number 29, H, carries 0.064; number 30, C, carries -0.046; number 31, C, carries -0.252; number 32, H, carries 0.108; number 33, H, carries 0.103; number 34, H, carries 0.115; number 35, H, carries 0.115; number 36, S, carries 0.622; number 37, C, carries -0.200; number 38, C, carries -0.636; number 39, H, carries 0.073; number 40, C, carries -0.863; number 41, N, carries -0.026; number 42, N, carries -0.122; number 43, C, carries -0.147; number 44, H, carries 0.098; number 45, N, carries -0.110; number 46, H, carries 0.104; number 47, O, carries -0.215; number 48, C, carries -0.082; number 49, C, carries -0.074; number 50, H, carries 0.078; number 51, H, carries 0.103; number 52, O, carries -0.178

No. 2
The following is a DFT calculation (ωB97M-V/def2-TZVPD) of C20H22N6OS in the gas phase.

Geometry as XYZ:
```
50
C20H22N6OS (ωB97M-V/def2-TZVPD)
H 4.1143 2.0297 4.4722
H -1.7981 -3.1398 -3.6736
N 2.9234 -0.2275 2.1462
C -3.1048 1.5071 -2.9468
S 1.8375 -2.6274 2.0001
C 4.4812 1.4163 3.6452
N 1.6040 -0.6568 0.2489
H -4.6945 -1.0436 -1.3423
H -0.9055 1.0669 0.1753
H 1.4681 2.0059 -1.5126
H 0.4011 -0.7435 -1.7063
N 3.8822 1.8437 2.4078
H -3.7232 1.6230 -3.8249
H -0.0703 -3.0953 3.3129
C -3.5900 1.8708 -1.7028
H -3.2251 -1.1892 0.6246
N 1.3398 1.0273 -1.3053
H 3.6325 3.3747 1.0508
H 3.7768 3.8979 2.7477
H -1.4474 0.7163 -4.0433
N -0.8199 -2.3846 0.6749
C -1.8241 0.9984 -3.0703
H 4.2203 0.3758 3.8184
H 0.6865 0.2858 -3.1299
H -4.5879 2.2730 -1.6074
C -1.2913 -2.8052 -1.6288
H 0.4535 -1.4151 3.5566
C 1.8466 0.6100 -0.1400
H -0.3382 -3.3109 -1.7002
O -1.6104 -0.8560 2.1835
H 0.0046 -2.9555 0.5098
H 5.2173 3.3496 1.8647
H 5.5678 1.5172 3.5886
C 0.2648 -2.1867 2.8097
C -0.8250 -1.7161 1.8494
H -3.1665 1.9861 0.3943
C -1.0192 0.8409 -1.9512
C -1.5163 1.1998 -0.7052
C -3.3399 -2.0736 -2.6374
C -2.9184 -1.6159 -0.3151
N 2.5925 1.4771 0.5397
C -2.7931 1.7155 -0.5816
C 0.3766 0.2834 -2.0797
C 2.1728 -0.9744 1.3854
H -3.9832 -2.0018 -3.5012
C -2.1141 -2.7106 -2.7342
C 4.1427 3.1969 1.9932
C 3.1207 1.0250 1.6789
C -1.6843 -2.2500 -0.4127
C -3.7369 -1.5347 -1.4262
```

Values from the calculation:
* E_HOMO: -8.16 eV
* HOMO-LUMO gap: 8.8 eV
* total charge: 0
* lowest unoccupied orbital energy: 0.69 eV
* energy above the lowest of the compared OMol25 structures with the same formula, charge and spin: 0.1360 eV

Charges in e, computed with Löwdin, in the same order as the atoms: number 1, H, carries 0.091; number 2, H, carries 0.102; number 3, N, carries 0.119; number 4, C, carries -0.092; number 5, S, carries 0.944; number 6, C, carries -0.048; number 7, N, carries 0.134; number 8, H, carries 0.107; number 9, H, carries 0.109; number 10, H, carries 0.152; number 11, H, carries 0.099; number 12, N, carries -0.158; number 13, H, carries 0.102; number 14, H, carries 0.086; number 15, C, carries -0.099; number 16, H, carries 0.106; number 17, N, carries 0.078; number 18, H, carries 0.071; number 19, H, carries 0.091; number 20, H, carries 0.111; number 21, N, carries 0.107; number 22, C, carries -0.052; number 23, H, carries 0.075; number 24, H, carries 0.125; number 25, H, carries 0.101; number 26, C, carries -0.044; number 27, H, carries 0.087; number 28, C, carries -0.393; number 29, H, carries 0.115; number 30, O, carries 0.063; number 31, H, carries 0.082; number 32, H, carries 0.091; number 33, H, carries 0.090; number 34, C, carries -0.357; number 35, C, carries -0.543; number 36, H, carries 0.109; number 37, C, carries -0.207; number 38, C, carries -0.042; number 39, C, carries -0.102; number 40, C, carries -0.021; number 41, N, carries 0.187; number 42, C, carries -0.080; number 43, C, carries -0.129; number 44, C, carries -0.659; number 45, H, carries 0.102; number 46, C, carries -0.089; number 47, C, carries -0.049; number 48, C, carries -0.357; number 49, C, carries -0.231; number 50, C, carries -0.084

No. 3
The following is a DFT calculation (ωB97M-V/def2-TZVPD) of a molecular structure, C20H23B2F9MoN3O8.

Geometry as XYZ:
```
66
C20H23B2F9MoN3O8 (ωB97M-V/def2-TZVPD)
C -0.9511 -0.2215 -0.0051
C -1.7462 2.0271 0.0413
C -2.5142 -2.1078 -2.8677
F 2.3801 -0.4366 3.6645
C -0.7934 -2.6438 -1.2554
O 5.1416 0.3275 2.5474
H -5.1889 2.4027 -3.9570
H 5.9656 0.8928 0.7203
N -3.2387 2.8485 -1.7680
H -1.8087 4.3644 -1.7445
H -0.7584 -3.5956 -1.7722
H 5.8285 -3.8757 2.8584
H -4.9606 1.6453 -1.7247
C -2.4833 1.8225 -1.1400
C 5.0190 0.9054 1.2668
F 3.6319 -3.8191 4.9673
F 1.7350 -1.2776 5.9817
C 0.0310 -2.4458 -0.1852
H -1.6129 -0.7373 -4.2875
C 5.4806 -2.0558 2.6564
H -0.9314 -2.3606 -4.3169
F 0.0079 -0.8885 4.5194
H -4.4703 4.7190 -4.4934
F 1.8590 -5.2428 4.5779
O 6.3305 -3.0383 2.8189
H -2.5212 -2.0699 -5.0193
O 0.4719 -1.0345 1.6625
H 4.7461 1.9495 1.4297
O 4.2912 -2.2736 2.5188
H -3.2994 3.6552 -4.0093
C -5.1442 3.1957 -3.2130
C -4.6852 2.6902 -1.8382
O 2.0961 -3.1100 0.8109
C -0.0980 -1.2536 0.5595
B 1.0539 -0.4402 5.2181
O 0.8933 -4.6326 -0.2891
C -1.8565 -1.7969 -4.2001
H -5.1825 3.2477 -1.0354
C -1.7098 -0.4748 -1.1523
O 3.0079 -0.4081 0.8715
C -3.6799 5.0888 -2.5814
F -1.8018 3.2284 0.6451
H 6.9075 -0.6347 1.9765
H -3.1024 4.6230 -0.5711
O 3.9715 0.6297 -0.8327
C 3.9538 0.3316 0.3347
H -6.1026 3.7098 -3.1769
C -2.4561 0.5705 -1.7206
N -4.1157 4.1867 -3.6998
C -2.8781 4.2492 -1.5725
C 1.0482 -3.5140 0.1238
F 1.1244 0.8680 5.4566
N -1.6616 -1.7354 -1.7259
C -0.9860 1.0422 0.5944
B 2.8501 -4.4935 4.1117
H -0.4228 1.2226 1.5011
Mo 2.3381 -1.7027 2.1675
F 3.4390 -4.8710 2.9592
C 6.0899 -0.6782 2.7048
H -2.9855 0.4234 -2.6511
H 6.5344 -0.5826 3.6997
F 1.7961 -3.0470 3.5128
H -2.7216 -3.1716 -2.7677
H -3.4683 -1.5971 -2.7519
H -3.0939 5.9032 -3.0001
H -4.5928 5.4982 -2.1530
```

Values from the calculation:
* E_HOMO (spin up / spin down): -10.66 / -11.74 eV
* multiplicity: 3
* HOMO-LUMO gap (spin up / spin down): 7.1 / 8.2 eV
* <S²>: 2.008
* total charge: +1
* lowest unoccupied orbital energy (spin up / spin down): -3.57 / -3.58 eV
* energy above the lowest of the compared OMol25 structures with the same formula, charge and spin: 0.9981 eV

Charges in e, computed with Löwdin, in the same order as the atoms: number 1, C, carries -0.031; number 2, C, carries -0.181; number 3, C, carries -0.175; number 4, F, carries -0.344; number 5, C, carries 0.061; number 6, O, carries -0.093; number 7, H, carries 0.135; number 8, H, carries 0.138; number 9, N, carries -0.107; number 10, H, carries 0.143; number 11, H, carries 0.161; number 12, H, carries 0.157; number 13, H, carries 0.135; number 14, C, carries -0.140; number 15, C, carries -0.092; number 16, F, carries 0.221; number 17, F, carries 0.256; number 18, C, carries -0.008; number 19, H, carries 0.073; number 20, C, carries -0.403; number 21, H, carries 0.087; number 22, F, carries 0.218; number 23, H, carries 0.187; number 24, F, carries 0.247; number 25, O, carries 0.203; number 26, H, carries 0.085; number 27, O, carries -0.111; number 28, H, carries 0.146; number 29, O, carries -0.033; number 30, H, carries 0.183; number 31, C, carries -0.069; number 32, C, carries -0.119; number 33, O, carries -0.170; number 34, C, carries -0.246; number 35, B, carries -0.985; number 36, O, carries 0.132; number 37, C, carries -0.056; number 38, H, carries 0.140; number 39, C, carries -0.106; number 40, O, carries -0.191; number 41, C, carries -0.069; number 42, F, carries 0.082; number 43, H, carries 0.153; number 44, H, carries 0.131; number 45, O, carries 0.102; number 46, C, carries -0.546; number 47, H, carries 0.138; number 48, C, carries 0.063; number 49, N, carries 0.052; number 50, C, carries -0.128; number 51, C, carries -0.520; number 52, F, carries 0.233; number 53, N, carries -0.017; number 54, C, carries 0.117; number 55, B, carries -1.028; number 56, H, carries 0.155; number 57, Mo, carries 2.010; number 58, F, carries 0.200; number 59, C, carries -0.088; number 60, H, carries 0.113; number 61, H, carries 0.162; number 62, F, carries -0.287; number 63, H, carries 0.131; number 64, H, carries 0.115; number 65, H, carries 0.140; number 66, H, carries 0.138

No. 4
The following is a DFT calculation (ωB97M-V/def2-TZVPD) of a molecular structure, C20H23Br2N2.

Geometry as XYZ:
```
47
C20H23Br2N2 (ωB97M-V/def2-TZVPD)
H -0.8856 -1.2900 -1.0375
H 0.1737 -3.1965 0.5838
C -2.1223 0.5633 -0.9571
C 4.0816 0.0070 -1.3774
C 2.9022 2.1477 -1.3532
H -3.3593 3.7399 -1.2104
C 0.3912 0.5128 -1.0309
H -2.4808 -0.8088 3.7891
C -2.1597 1.9700 -0.8981
H 4.1529 3.8878 -1.6259
H -0.8405 -2.6624 3.8319
C -3.2832 -0.1394 -1.3432
C -2.3968 -1.3990 2.8710
C -2.2353 -0.4708 1.6784
H -1.2693 2.5660 -0.6701
H -2.9551 -0.7243 0.9080
H -0.3548 0.2219 1.3518
C -4.5204 1.9309 -1.4875
C -0.8475 -0.2431 -0.6761
C -3.3558 2.6532 -1.1846
H -3.3184 -1.9900 2.7698
H 1.0462 -3.4484 2.1169
C 5.2969 0.6668 -1.5761
H -5.3823 -0.0331 -1.8279
Br -6.1561 2.8356 -1.7476
H -3.2402 -1.2354 -1.4431
C 5.3144 2.0701 -1.6700
H 0.5458 -1.0305 2.6910
H 0.2625 1.5730 -1.2921
Br 6.9580 2.9608 -1.9045
H 4.0510 -1.0873 -1.3418
C 0.7693 -2.6848 1.3601
C 1.6488 -0.0133 -1.0499
C -0.0922 -1.6600 2.0434
H 2.6739 -2.8182 0.5231
N 1.9838 -2.1180 0.7973
H 2.4201 -1.4173 1.3967
H -2.3704 0.5954 1.9264
H 1.9685 2.7143 -1.2857
H 1.7719 -1.0874 -0.9065
C 4.1218 2.8066 -1.5562
N -0.8451 -0.6461 1.1407
C -1.1807 -2.3387 2.8379
C 2.8752 0.7376 -1.2423
H 6.2166 0.0976 -1.6581
C -4.4954 0.5309 -1.5596
H -1.4792 -3.2461 2.2962
```

Values from the calculation:
* E_HOMO: -11.12 eV
* HOMO-LUMO gap: 7.5 eV
* total charge: +1
* lowest unoccupied orbital energy: -3.64 eV
* energy above the lowest of the compared OMol25 structures with the same formula, charge and spin: 0.0201 eV

Charges in e, computed with Löwdin, in the same order as the atoms: number 1, H, carries 0.144; number 2, H, carries 0.132; number 3, C, carries -0.228; number 4, C, carries -0.021; number 5, C, carries -0.010; number 6, H, carries 0.111; number 7, C, carries -0.065; number 8, H, carries 0.119; number 9, C, carries -0.022; number 10, H, carries 0.104; number 11, H, carries 0.136; number 12, C, carries -0.043; number 13, C, carries -0.137; number 14, C, carries -0.133; number 15, H, carries 0.114; number 16, H, carries 0.100; number 17, H, carries 0.140; number 18, C, carries -0.676; number 19, C, carries -0.039; number 20, C, carries -0.091; number 21, H, carries 0.123; number 22, H, carries 0.134; number 23, C, carries -0.107; number 24, H, carries 0.110; number 25, Br, carries 0.791; number 26, H, carries 0.130; number 27, C, carries -0.681; number 28, H, carries 0.163; number 29, H, carries 0.086; number 30, Br, carries 0.781; number 31, H, carries 0.116; number 32, C, carries -0.233; number 33, C, carries -0.040; number 34, C, carries -0.254; number 35, H, carries 0.099; number 36, N, carries -0.013; number 37, H, carries 0.097; number 38, H, carries 0.144; number 39, H, carries 0.110; number 40, H, carries 0.082; number 41, C, carries -0.102; number 42, N, carries 0.046; number 43, C, carries -0.136; number 44, C, carries -0.219; number 45, H, carries 0.105; number 46, C, carries -0.097; number 47, H, carries 0.126

| no. | molar mass (g mol⁻¹) |
| --- | --- |
| 1 | 479.51 |
| 2 | 394.50 |
| 3 | 721.96 |
| 4 | 451.23 |